ORCA calculation (ωB97M-V/def2-TZVPD) on a single C7H10 molecule.

Last column: Mulliken charge in e.
CARTESIAN COORDINATES (ANGSTROEM)
C (0.94, 1.58, 0.41)  -0.631
C (-0.67, -0.37, 1.20)  -0.524
C (-0.28, 1.63, -0.47)  -0.915
C (0.68, -0.79, -0.77)  -0.769
C (0.17, 0.33, 0.13)  0.845
C (-0.38, -1.86, -0.53)  -0.190
C (-1.07, -1.75, 0.73)  -0.906
H (-0.30, -2.82, -1.05)  0.476
H (-0.06, -0.62, 2.09)  0.299
H (0.87, 2.01, 1.41)  0.254
H (-0.13, 1.79, -1.53)  0.255
H (-1.44, -1.49, -0.80)  0.215
H (-1.51, 0.22, 1.56)  0.462
H (1.66, -1.16, -0.42)  0.255
H (0.80, -0.49, -1.82)  0.366
H (1.91, 1.71, -0.06)  0.256
H (-1.18, 2.09, -0.07)  0.252

Calculated values
Electronic energy = -272.568299 Ha
HOMO-LUMO gap = 9.30 eV
Relative energy (zero: lowest compared OMol25 entry of this formula, charge and spin) = 93.9 kcal per mole
Highest occupied orbital energy = -8.3 eV